Entry 1:
C8H16O2 | ωB97M-V/def2-TZVPD

Structure (XYZ):
```
26
Properties=species:S:1:pos:R:3:forces:R:3
C 2.423 -0.283 -0.296 0.1062 0.0404 0.0976
C 1.203 -0.452 -1.178 0.0084 0.0766 -0.0227
C -0.114 -0.646 -0.446 -0.1769 -0.3067 -0.0665
C -0.577 0.591 0.322 -0.3801 0.8240 -0.4812
C -1.892 0.401 1.062 -4.3224 2.1601 -2.3636
O -2.070 1.455 3.195 -2.5017 0.5243 -1.5554
C -2.313 1.548 1.939 5.7007 -1.6943 3.9459
C 1.163 0.306 -2.479 -0.0202 0.2197 -0.0622
C 1.386 -1.187 -2.480 -0.0130 -0.2165 -0.0572
H 3.341 -0.235 -0.898 -0.2418 -0.0049 0.1221
H 2.368 0.645 0.294 0.0244 -0.2688 -0.1142
H 2.520 -1.133 0.397 -0.0138 0.2418 -0.1533
H -0.892 -0.916 -1.177 0.1694 0.0542 0.1716
H -0.017 -1.508 0.235 -0.0833 0.2301 -0.1054
H 0.182 0.926 1.045 -0.2246 -0.2447 -0.0479
H -0.692 1.419 -0.394 0.2293 -0.0953 0.0902
H -2.491 -0.496 0.851 0.9689 -0.1730 1.5543
H -2.219 2.566 1.516 -0.5636 -0.2874 0.1584
H -2.962 1.055 0.631 0.8998 -0.7323 -1.7621
H 0.195 0.677 -2.823 0.2846 -0.1221 0.0840
H 2.007 0.953 -2.723 -0.2525 -0.2073 0.0675
H 2.384 -1.556 -2.722 -0.3007 0.1195 0.0826
H 0.571 -1.825 -2.828 0.2438 0.2003 0.0975
O -1.396 -0.996 2.816 -1.0314 2.1293 2.7299
H -1.594 0.019 3.518 1.1160 -2.9400 -3.1795
H -0.517 -1.329 2.624 0.3745 0.4728 0.7696
```
Forces are in eV/Å.

ΔE to the lowest compared entry with this formula, charge and spin = 624.1 kJ/mol
gap between HOMO and LUMO = 8.723 eV
HOMO level = -0.3240 Eh
2S+1 = 1

These are the natural (NBO) partial charges, in e, on atoms 1 to 2: -0.599, -0.060

---

Entry 2:
C8H16O4S2 | ωB97M-V/def2-TZVPD

Structure (XYZ):
```
30
Properties=species:S:1:pos:R:3:forces:R:3
C -0.576 3.344 -1.705 0.3921 -0.4534 -0.3076
C -1.739 4.090 -1.000 -0.3520 1.2596 -1.3866
C -2.631 3.169 -0.267 0.4331 -2.0563 1.7686
S -1.678 1.512 -0.026 -1.1653 3.2068 1.8347
O -2.351 0.603 -0.917 0.7450 -0.7812 0.0981
O -1.572 1.273 1.443 0.3422 -0.1561 -2.9151
C -0.125 2.224 -0.794 -0.0063 -0.5896 1.9368
H 0.274 4.019 -1.800 -0.0891 0.0199 -0.2832
H -0.765 2.886 -2.676 -0.5755 0.5294 -0.1416
H -2.430 4.622 -1.654 0.3466 -0.2683 -1.0260
H -1.420 4.989 -0.473 0.6658 -0.6045 0.8103
H -3.552 2.919 -0.793 0.1889 -0.1469 0.0619
H -2.839 3.471 0.759 -0.1594 0.0443 -0.1142
H 0.502 1.373 -1.061 -0.3042 0.1149 -1.0070
H 0.475 2.693 -0.015 -0.4192 -0.1469 0.6537
C 0.252 -2.068 0.956 0.3421 -0.3651 1.3392
C 1.635 -2.044 1.736 -0.2513 -0.3744 -0.8192
C 2.468 -3.316 1.448 0.5996 -1.1788 -0.4948
S 1.785 -4.164 -0.041 -2.2473 0.0526 -0.3012
O 1.088 -5.452 0.352 2.0962 3.0805 -1.1446
O 2.689 -4.021 -1.209 -0.8744 -1.0643 1.9417
C 0.536 -2.748 -0.344 0.8941 -1.4753 -0.2350
H -0.106 -1.046 0.834 0.2154 0.0563 -0.1786
H -0.539 -2.525 1.550 0.1155 -0.4595 -0.1233
H 1.547 -1.974 2.820 -0.2309 0.3941 -0.1932
H 2.090 -1.154 1.302 0.6210 -0.0991 0.4536
H 2.562 -4.057 2.242 -1.0216 0.0125 0.2400
H 3.531 -3.278 1.209 0.0233 1.1184 -0.3495
H -0.282 -3.209 -0.896 -0.0422 0.2736 0.0874
H 1.170 -2.130 -0.980 -0.2821 0.0568 -0.2052
```
Forces are in eV/Å.

ΔE to the lowest compared entry with this formula, charge and spin = 107.1 kJ/mol
SMILES = O=S1(=O)CCCC1.O=S1(=O)CCCC1
gap between HOMO and LUMO = 10.407 eV
HOMO level = -0.3660 Eh
2S+1 = 1

These are the natural (NBO) partial charges, in e, on atoms 1 to 2: -0.416, -0.446

---

Entry 3:
C8H16Se2 | ωB97M-V/def2-TZVPD

Structure (XYZ):
```
26
Properties=species:S:1:pos:R:3:forces:R:3
C -0.536 1.605 -0.605 -1.6652 -1.8051 1.9789
C 0.818 2.211 -0.381 1.2442 1.5522 1.7195
C -0.679 0.148 -1.014 -0.6491 2.0236 -0.6313
C 1.670 1.805 0.890 -5.0314 -0.6404 1.9616
C -1.879 -0.452 -0.967 1.4267 -0.6401 -0.9336
C 1.662 0.294 1.194 -1.6425 -0.9169 -3.0467
C -4.273 -1.542 -0.189 -2.8215 -1.0797 -0.7478
C 3.141 -2.277 0.405 4.2037 0.9060 -2.2293
Se -3.466 0.214 -0.158 0.0395 -0.2486 -0.0860
Se 3.018 -0.393 -0.175 -0.7732 -0.4047 0.9854
H -1.316 1.592 0.267 1.6550 1.1664 -0.8364
H -0.877 2.292 -1.348 -1.2129 -0.1332 -0.8682
H 1.564 1.991 -1.160 -0.9003 0.2802 -0.5968
H 0.490 3.337 -0.408 1.7051 -1.7120 0.3320
H 0.220 -0.111 -1.550 -0.1499 -1.3357 -0.2863
H 0.596 -0.225 0.959 2.6026 1.1849 0.8113
H 2.654 2.056 0.851 2.7172 1.3618 -0.3790
H 1.223 2.245 1.848 0.5102 -0.0704 -1.3052
H -1.997 -1.389 -1.533 -0.1348 0.2870 0.5984
H 2.019 0.090 2.175 0.2250 -0.3172 0.6986
H -4.704 -1.828 -1.222 1.6461 0.2502 1.2936
H -3.656 -2.266 0.332 0.4093 -0.1596 -0.6417
H -5.248 -1.672 0.353 0.8097 1.0665 0.1265
H 2.209 -2.623 0.568 -3.2458 -1.4452 -0.1964
H 3.742 -2.806 -0.531 -1.5850 1.0460 2.9619
H 3.602 -2.296 1.402 0.6170 -0.2159 -0.6832
```
Forces are in eV/Å.

ΔE to the lowest compared entry with this formula, charge and spin = 113.8 kJ/mol
SMILES = C[Se]/C=C\CCCC[Se]C
gap between HOMO and LUMO = 8.869 eV
HOMO level = -0.2978 Eh
2S+1 = 1

These are the natural (NBO) partial charges, in e, on atoms 1 to 2: -0.459, -0.401

---

Entry 4:
C8H16Si3 | ωB97M-V/def2-TZVPD

Structure (XYZ):
```
27
Properties=species:S:1:pos:R:3:forces:R:3
C 4.028 -1.664 0.170 0.0126 0.0073 -0.0110
C 3.205 -1.091 1.127 0.0906 -0.1129 0.1516
C 3.830 -1.367 -1.169 0.1547 -0.1543 -0.0060
C 2.193 -0.231 0.746 -0.0897 0.1233 0.0701
C 2.817 -0.507 -1.543 -0.1799 0.1923 -0.2103
C 1.981 0.086 -0.596 -0.2278 0.1990 0.0894
C -3.829 0.229 0.256 0.1626 -0.2515 -0.2937
C -2.112 -2.415 0.027 -0.2192 0.3334 -0.2360
Si 0.219 3.132 0.091 -0.1441 0.4329 0.1667
Si 0.584 1.225 -1.110 -0.2229 -1.1398 -0.2731
Si -2.779 -0.880 -0.870 0.7557 0.4221 0.8410
H 4.820 -2.337 0.466 0.0534 -0.0491 0.0285
H 3.355 -1.321 2.173 -0.0055 0.0075 0.0417
H 4.470 -1.811 -1.921 -0.0036 0.0042 -0.0178
H 1.557 0.212 1.500 -0.0413 0.0105 0.1210
H 2.668 -0.279 -2.590 0.0208 -0.0137 -0.1112
H -4.790 -0.234 0.479 -0.0933 -0.1098 -0.0044
H -3.328 0.425 1.199 0.1493 -0.0162 0.0944
H -4.030 1.189 -0.214 0.0066 0.0718 -0.0962
H -1.562 -3.053 -0.658 0.0763 -0.0657 -0.1429
H -1.438 -2.146 0.835 0.0508 0.1345 0.0681
H -2.923 -3.006 0.452 -0.1449 -0.0382 0.0248
H 1.010 4.329 -0.230 0.2558 0.0818 -0.2055
H 0.400 2.924 1.530 0.0366 -0.2453 0.2925
H -1.181 3.510 -0.122 -0.2932 0.0477 -0.0506
H 0.733 1.400 -2.569 -0.0819 0.1872 -0.1034
H -3.522 -1.240 -2.086 -0.0785 -0.0590 -0.2278
```
Forces are in eV/Å.

ΔE to the lowest compared entry with this formula, charge and spin = 125.4 kJ/mol
gap between HOMO and LUMO (spin up / spin down) = 6.826 / 6.355 eV
HOMO level (spin up / spin down) = -0.2616 / -0.2632 Eh
2S+1 = 1

These are the natural (NBO) partial charges, in e, on atoms 1 to 2: -0.201, -0.212

---

Entry 5:
C8H17B3Cl9NO4S | ωB97M-V/def2-TZVPD

Structure (XYZ):
```
43
Properties=species:S:1:pos:R:3:forces:R:3
C 4.302 1.772 0.467 -0.0222 0.4355 0.3864
C 3.816 3.257 0.213 0.0364 -1.0521 0.7658
N 2.916 3.332 -0.960 -0.2348 0.8167 0.5480
B 1.509 3.460 -0.590 -0.2518 0.4533 -1.6355
O 0.980 4.379 0.342 0.3687 -2.1252 0.7572
B 0.264 3.647 1.305 -1.2893 0.8677 0.3013
S 0.322 4.341 3.029 -0.2096 0.3831 -0.0901
O -0.410 2.451 1.003 1.7105 0.1239 0.0114
B 0.198 1.760 -0.054 -1.0921 0.3375 -1.0734
C 0.541 0.201 -0.083 -0.9592 0.9621 -0.4109
C -0.602 -0.739 0.321 0.4302 1.5587 0.0565
O -0.443 -1.866 0.556 0.2961 -2.1953 0.3875
Cl -2.304 -0.124 0.436 0.6191 0.3267 -0.3223
O 0.576 2.550 -1.162 1.0084 -0.3321 1.6659
H 4.017 1.117 -0.375 0.4154 0.3801 0.2889
H 5.396 1.785 0.651 -0.6026 -0.2977 -0.3580
H 3.855 1.342 1.392 0.1339 0.3231 -0.5585
H 3.249 3.542 1.130 0.5682 0.2662 -0.5109
H 4.716 3.891 0.128 -0.7130 -0.0729 -0.1352
H 3.212 4.038 -1.630 0.0272 -0.3551 0.0193
H -0.964 4.348 3.489 0.5271 -0.5525 -0.5785
H 1.459 0.054 0.526 -0.6718 -0.3669 -0.1665
H 0.799 -0.049 -1.137 -0.1134 0.0383 0.6171
C -1.637 -2.221 -3.212 -0.0538 -0.0741 0.1091
Cl -3.228 -1.674 -3.749 0.0058 -0.0338 0.0685
Cl -0.346 -1.572 -4.232 0.0795 -0.0117 0.0694
H -1.479 -1.885 -2.192 -0.0443 0.0505 -0.0843
H -1.606 -3.305 -3.253 -0.0053 0.0736 -0.0977
C -2.803 -4.033 2.527 0.0035 -0.0731 -0.0056
Cl -2.665 -3.415 4.179 0.0847 0.0122 0.0024
Cl -4.469 -3.934 1.938 0.0247 -0.0127 -0.0833
H -2.166 -3.441 1.876 -0.0954 0.0679 0.0663
H -2.486 -5.073 2.512 -0.3371 0.3291 0.1931
C -0.792 -7.935 1.532 0.0572 -0.1588 -0.0650
Cl -0.716 -6.171 1.428 0.4001 -0.2445 -0.2831
Cl -1.798 -8.457 2.887 0.0154 -0.0451 -0.0310
H -1.215 -8.322 0.610 -0.0675 0.0961 0.0736
H 0.213 -8.322 1.671 -0.0518 0.0947 0.0870
C -1.974 4.271 -2.572 0.0140 0.0002 0.1392
Cl -3.700 3.930 -2.750 -0.0018 0.0068 0.0794
Cl -1.173 4.391 -4.144 0.0955 0.0150 0.0541
H -1.855 5.213 -2.046 -0.0656 0.0001 -0.1214
H -1.514 3.468 -2.006 -0.0388 -0.0152 -0.1363
```
Forces are in eV/Å.

gap between HOMO and LUMO = 9.944 eV
HOMO level = -0.3649 Eh
2S+1 = 1

These are the natural (NBO) partial charges, in e, on atoms 1 to 2: -0.635, -0.216

---

Entry 6:
C8H17Cl14HgO | ωB97M-V/def2-TZVPD

Structure (XYZ):
```
41
Properties=species:S:1:pos:R:3:forces:R:3
Hg 7.313 31.253 7.463 -0.8163 -1.6508 -1.8683
C 6.177 29.976 4.200 1.1836 -1.5242 1.7891
O 6.579 30.766 5.301 -0.8172 2.3232 0.0180
H 6.378 30.445 3.237 0.2389 0.4976 0.1358
H 6.769 29.062 4.243 0.2537 -0.4106 -0.5256
H 5.154 29.605 4.266 -0.3463 0.4627 0.2227
C 3.520 25.924 2.619 -0.9596 -1.2066 -0.2928
Cl 3.365 27.549 3.256 0.2236 0.4569 0.0584
Cl 1.889 25.181 2.627 0.8305 0.4320 -0.1973
H 3.963 25.975 1.625 -0.2710 0.0692 -0.1433
H 4.148 25.274 3.228 0.1128 0.4660 0.3085
C 6.965 26.526 6.431 0.0942 -0.9015 -0.1798
Cl 7.417 27.679 7.646 0.2763 0.8751 0.6602
Cl 5.286 25.960 6.656 0.2853 0.1011 -0.3287
H 7.118 26.959 5.443 -0.2223 -0.2229 0.1463
H 7.617 25.673 6.619 -0.2013 0.0203 -0.3873
C 7.495 33.840 3.380 0.5705 -0.0277 -0.3030
Cl 6.718 34.173 1.801 -0.0334 -0.1452 0.5338
Cl 8.209 35.284 4.091 -0.0461 0.0619 0.0065
H 6.824 33.426 4.133 -0.2830 -0.0233 -0.5111
H 8.308 33.153 3.146 -0.1686 0.0396 0.1972
C 7.007 27.138 1.117 0.7878 -1.1105 0.3192
Cl 6.114 26.439 -0.233 -0.1977 0.5861 0.2227
Cl 6.799 26.067 2.575 0.0213 0.5248 -0.1103
H 8.063 27.025 0.868 -0.1763 0.2959 0.0531
H 6.767 28.159 1.413 -0.3438 -0.2496 -0.4064
C 3.783 28.932 6.988 -0.6849 -0.3914 -1.0110
Cl 2.413 29.885 6.421 0.1609 -0.0666 0.0240
Cl 4.793 29.887 8.110 -0.1250 -0.1019 0.4210
H 3.350 28.033 7.428 0.4252 0.3678 0.8260
H 4.339 28.561 6.128 0.3667 0.5094 0.2172
C 3.441 32.518 4.651 -1.0081 -0.9239 0.1936
Cl 1.925 33.077 5.473 1.2499 -0.2229 -0.3771
Cl 3.593 33.225 3.050 0.2634 0.2954 0.1270
H 4.343 32.587 5.259 -0.1971 0.8784 0.0051
H 3.345 31.445 4.487 -0.3532 0.1208 -0.0018
C 4.527 31.106 0.630 1.3114 -0.2067 -0.4035
Cl 3.356 30.126 1.475 -0.5977 -0.2901 0.3804
Cl 5.502 30.071 -0.468 -0.5995 0.7486 0.4766
H 3.998 31.908 0.116 -0.2323 -0.2838 -0.3505
H 5.183 31.601 1.346 0.0245 -0.1722 0.0556
```
Forces are in eV/Å.

charge = +2
gap between HOMO and LUMO (spin up / spin down) = 4.404 / 3.057 eV
HOMO level (spin up / spin down) = -0.5685 / -0.5682 Eh
2S+1 = 2

These are the natural (NBO) partial charges, in e, on atoms 1 to 2: 1.300, -0.265